--- A ---
Below is 2 unconnected molecules or ions with the total composition C2H3NO3S, with properties calculated with ωB97M-V with the def2-TZVPD basis set.

ORCA input file:
```
! RIJCOSX wB97M-V def2-TZVPD def2/J DEFGRID3
* xyz 0 1
C -0.52 1.11 -1.18
C 0.56 -0.95 -0.01
N 0.64 -0.48 1.19
O 0.93 -1.81 -0.73
O -2.46 2.40 -2.24
O 1.27 -1.37 2.32
S -2.14 1.35 -1.26
H 0.39 1.38 -1.72
H 0.47 0.52 1.48
H 0.84 -2.16 2.16
*
```

The HOMO energy (alpha / beta) is -9.559 / -8.990 eV. As for the LUMO energy (alpha / beta): -1.135 / -1.498 eV. The orbital gap (alpha / beta) is 8.424 / 7.493 eV.

These are the Löwdin partial charges, in e, on atoms 1 to 4: -0.290, -0.321, 0.070, 0.138

---

--- B ---
Below is a single C2H3NO3S molecule, with properties calculated with ωB97M-V with the def2-TZVPD basis set.

ORCA input file:
```
! RIJCOSX wB97M-V def2-TZVPD def2/J DEFGRID3
* xyz 0 1
C 1.51 0.90 -0.23
C 0.45 -0.12 -0.24
N -0.42 -0.05 0.89
O 1.43 2.09 -0.01
O -1.04 -1.28 1.31
O -2.17 -0.33 -1.06
S -1.33 0.72 -0.45
H 2.51 0.60 -0.49
H 0.94 -1.01 -0.60
H -1.88 -1.52 0.87
*
```

The HOMO energy is -9.486 eV. As for the LUMO energy: -0.835 eV. The orbital gap is 8.651 eV.

These are the Löwdin partial charges, in e, on atoms 1 to 4: -0.291, -0.292, -0.282, 0.049

---

--- C ---
Below is a molecular structure, C2H3NO3S, with properties calculated with ωB97M-V with the def2-TZVPD basis set.

ORCA input file:
```
! RIJCOSX wB97M-V def2-TZVPD def2/J DEFGRID3
* xyz 0 1
C -0.95 0.12 0.27
C 0.26 0.13 -0.34
N -1.86 1.11 0.18
O -3.71 -0.41 -0.92
O -3.32 -0.94 1.45
O -1.70 2.29 -0.03
S -3.84 -0.02 0.48
H -1.35 -0.95 0.45
H 0.69 -0.68 -0.88
H 0.77 1.13 -0.34
*
```

The HOMO energy is -9.697 eV. As for the LUMO energy: -2.032 eV. The orbital gap is 7.664 eV.

These are the Löwdin partial charges, in e, on atoms 1 to 4: -0.219, 0.130, -0.189, -0.461

---

Relative to the most stable one, in kcal/mol, the structures come out at A 51.3; B 2.7; C 0.0.

---

--- A ---
Below is a single C2H3NO3S molecule, with properties calculated with ωB97M-V with the def2-TZVPD basis set.

ORCA input file:
```
! RIJCOSX wB97M-V def2-TZVPD def2/J DEFGRID3
* xyz 0 1
C -1.46 1.47 0.28
C -0.57 0.61 0.68
N 0.80 -1.61 -0.27
O 1.17 0.69 -1.29
O 2.07 0.18 0.98
O -1.63 0.21 -0.37
S 1.08 -0.01 -0.02
H -2.16 2.21 0.43
H 0.19 -1.72 -1.05
H 0.50 -2.02 0.63
*
```

As for the SMILES: NS(=O)(=O)C1=CO1. The HOMO energy is -9.111 eV. As for the LUMO energy: -0.798 eV. The orbital gap is 8.313 eV.

These are the Löwdin partial charges, in e, on atoms 1 to 4: 0.005, -0.138, -0.046, -0.282

---

--- B ---
Below is a single C2H3NO3S molecule, with properties calculated with ωB97M-V with the def2-TZVPD basis set.

ORCA input file:
```
! RIJCOSX wB97M-V def2-TZVPD def2/J DEFGRID3
* xyz 0 1
C 0.41 0.70 0.29
C -0.63 -0.49 -0.02
N 1.51 0.44 -0.35
O 0.12 1.48 1.13
O -0.35 -1.00 -2.66
O 0.76 -2.60 -1.02
S 0.18 -1.29 -1.34
H -0.59 -1.01 0.93
H -1.58 -0.17 -0.06
H 2.43 0.84 -0.08
*
```

The HOMO energy is -10.166 eV. As for the LUMO energy: -2.267 eV. The orbital gap is 7.899 eV.

These are the Löwdin partial charges, in e, on atoms 1 to 4: -0.704, -0.162, 0.099, 0.079

---

Relative to the most stable one, in kcal/mol, the structures come out at A 50.9; B 0.0.

---

--- A ---
Below is 5 unconnected molecules or ions with the total composition CH12NO4, with properties calculated with ωB97M-V with the def2-TZVPD basis set.

ORCA input file:
```
! RIJCOSX wB97M-V def2-TZVPD def2/J DEFGRID3
* xyz 1 1
C 0.70 -0.64 1.12
N -0.43 -0.59 0.54
H 0.91 -1.57 1.63
H 1.48 0.10 1.04
H -0.88 0.30 0.14
H -1.08 -1.37 0.75
H -2.67 3.99 -2.79
H -3.64 3.68 -1.70
O -2.94 3.28 -2.20
H -1.68 1.96 -1.52
H -0.31 1.57 -1.25
O -1.17 1.50 -0.83
H -2.27 -3.28 2.00
H -3.05 -2.04 1.31
O -2.24 -2.37 1.70
H 6.60 -2.23 0.32
H 5.92 -0.90 -0.11
O 6.75 -1.38 -0.14
*
```

The HOMO energy is -13.552 eV. As for the LUMO energy: -4.484 eV. The orbital gap is 9.067 eV.

These are the Löwdin partial charges, in e, on atoms 1 to 4: 0.137, 0.172, 0.115, 0.118

---

--- B ---
Below is 5 unconnected molecules or ions with the total composition CH12NO4, with properties calculated with ωB97M-V with the def2-TZVPD basis set.

ORCA input file:
```
! RIJCOSX wB97M-V def2-TZVPD def2/J DEFGRID3
* xyz 1 1
C 2.27 1.43 -0.70
N 1.77 0.35 -0.23
H 3.31 1.64 -0.47
H 1.62 2.07 -1.29
H 1.18 -0.21 -0.84
H 2.25 -0.27 0.42
H 0.42 -0.86 2.57
H -0.28 0.52 2.61
O 0.46 0.04 2.23
H -0.11 -2.60 -1.98
H -0.86 -2.22 -0.70
O -0.12 -1.95 -1.27
H -1.16 1.44 0.31
H -1.31 2.28 -1.01
O -0.80 1.61 -0.56
H -3.08 -0.56 -0.22
H -3.06 -1.73 0.68
O -2.53 -0.96 0.46
*
```

The HOMO energy is -14.902 eV. As for the LUMO energy: -4.790 eV. The orbital gap is 10.113 eV.

These are the Löwdin partial charges, in e, on atoms 1 to 4: 0.161, 0.171, 0.129, 0.112

---

--- C ---
Below is 5 unconnected molecules or ions with the total composition CH12NO4, with properties calculated with ωB97M-V with the def2-TZVPD basis set.

ORCA input file:
```
! RIJCOSX wB97M-V def2-TZVPD def2/J DEFGRID3
* xyz 1 1
C -0.91 0.18 -1.33
N -0.53 0.62 -0.21
H -1.62 0.84 -1.83
H -0.83 -0.82 -1.73
H 0.04 0.01 0.38
H -0.76 1.58 0.04
H -2.55 3.32 -1.71
H -1.16 2.87 -2.11
O -1.85 2.71 -1.44
H 1.06 1.66 -3.75
H 0.91 0.19 -3.88
O 0.74 0.90 -3.25
H 1.06 -1.99 1.02
H 0.06 -2.01 2.17
O 0.35 -1.48 1.43
H 2.20 -3.60 4.38
H 2.11 -2.48 5.44
O 1.79 -2.76 4.58
*
```

The HOMO energy is -13.988 eV. As for the LUMO energy: -3.779 eV. The orbital gap is 10.209 eV.

These are the Löwdin partial charges, in e, on atoms 1 to 4: 0.079, 0.202, 0.082, 0.126

---

--- D ---
Below is 5 unconnected molecules or ions with the total composition CH12NO4, with properties calculated with ωB97M-V with the def2-TZVPD basis set.

ORCA input file:
```
! RIJCOSX wB97M-V def2-TZVPD def2/J DEFGRID3
* xyz 1 1
C -0.92 -2.21 -1.42
N 0.27 -1.95 -1.07
H -1.14 -2.49 -2.46
H -1.76 -2.10 -0.75
H 0.40 -1.33 -0.18
H 1.07 -2.02 -1.68
H 3.47 2.16 1.42
H 4.12 0.77 1.25
O 3.28 1.25 1.19
H 1.87 0.19 0.87
H 0.39 0.60 0.73
O 0.99 -0.17 0.63
H -3.82 -0.14 -0.69
H -2.66 0.45 0.11
O -2.91 -0.30 -0.43
H -0.63 2.68 0.11
H -1.20 2.55 1.55
O -0.83 2.06 0.82
*
```

The HOMO energy is -15.162 eV. As for the LUMO energy: -3.820 eV. The orbital gap is 11.342 eV.

These are the Löwdin partial charges, in e, on atoms 1 to 4: 0.114, 0.169, 0.128, 0.084

---

Relative to the most stable one, in kcal/mol, the structures come out at A 15.5; B 20.8; C 9.7; D 0.0.

---

--- A ---
Below is 2 unconnected molecules or ions with the total composition CH3N2O2, with properties calculated with ωB97M-V with the def2-TZVPD basis set.

ORCA input file:
```
! RIJCOSX wB97M-V def2-TZVPD def2/J DEFGRID3
* xyz 1 1
C -0.65 -0.41 0.11
N -1.74 0.33 -0.11
N 3.64 0.25 -0.46
O 0.48 0.04 0.07
O 3.43 0.31 0.60
H -0.83 -1.59 0.43
H -2.54 -0.28 -0.34
H -1.79 1.36 -0.29
*
```

The HOMO energy (alpha / beta) is -13.850 / -13.852 eV. As for the LUMO energy (alpha / beta): -9.271 / -9.270 eV. The orbital gap (alpha / beta) is 4.580 / 4.581 eV.

These are the Löwdin partial charges, in e, on atoms 1 to 4: -0.440, 0.119, 0.518, -0.074

---

--- B ---
Below is a gas-phase ion, CH3N2O2 (charge +1), with properties calculated with ωB97M-V with the def2-TZVPD basis set.

ORCA input file:
```
! RIJCOSX wB97M-V def2-TZVPD def2/J DEFGRID3
* xyz 1 1
C 0.13 0.54 -0.24
N 1.01 0.30 0.59
N -1.16 -0.70 -0.50
O -1.07 -1.55 0.24
O -1.83 -0.42 -1.36
H 0.20 1.47 -0.83
H 1.82 0.88 1.00
H 0.90 -0.52 1.09
*
```

As for the SMILES: [NH2+]=C[N+](=O)[O-]. The HOMO energy is -17.001 eV. As for the LUMO energy: -6.157 eV. The orbital gap is 10.845 eV.

These are the Löwdin partial charges, in e, on atoms 1 to 4: 0.146, 0.241, -0.356, 0.218

---

--- C ---
Below is a gas-phase ion, CH3N2O2 (charge +1), with properties calculated with ωB97M-V with the def2-TZVPD basis set.

ORCA input file:
```
! RIJCOSX wB97M-V def2-TZVPD def2/J DEFGRID3
* xyz 1 1
C 0.14 0.27 -0.54
N 0.02 -0.97 -0.71
N -0.05 0.80 1.04
O -0.19 -0.15 1.72
O 0.01 1.95 1.20
H 0.34 0.99 -1.24
H 0.13 -1.47 -1.56
H -0.39 -1.42 0.09
*
```

As for the SMILES: [NH2+]=C[N+](=O)[O-]. The HOMO energy is -17.356 eV. As for the LUMO energy: -7.028 eV. The orbital gap is 10.329 eV.

These are the Löwdin partial charges, in e, on atoms 1 to 4: 0.188, 0.309, -0.336, 0.155

---

Relative to the most stable one, in kcal/mol, the structures come out at A 0.0; B 39.7; C 25.8.

---

--- A ---
Below is a single C10H7NO4 molecule, with properties calculated with ωB97M-V with the def2-TZVPD basis set.

ORCA input file:
```
! RIJCOSX wB97M-V def2-TZVPD def2/J DEFGRID3
* xyz 0 1
C 1.56 -1.49 1.24
C 2.12 -1.04 0.29
N 2.70 -0.47 -0.81
C 2.72 0.95 -0.69
O 3.60 1.59 -0.24
O 1.58 1.49 -1.23
O 1.07 2.44 -0.30
C -0.32 2.28 -0.21
O -0.94 3.28 -0.06
C -0.88 0.91 -0.11
C -0.76 -0.07 -1.10
C -1.31 -1.33 -0.90
C -1.98 -1.61 0.29
C -2.11 -0.63 1.26
C -1.57 0.63 1.06
H 0.99 -1.82 2.08
H 3.65 -0.79 -0.92
H -0.24 0.16 -2.01
H -1.21 -2.07 -1.67
H -2.39 -2.59 0.46
H -2.65 -0.85 2.17
H -1.68 1.39 1.82
*
```

As for the SMILES: C#CNC(=O)OOC(=O)c1ccccc1. The HOMO energy is -9.719 eV. As for the LUMO energy: 0.257 eV. The orbital gap is 9.976 eV.

These are the Löwdin partial charges, in e, on atoms 1 to 4: 0.136, -0.185, 0.107, -0.506

---

--- B ---
Below is 2 unconnected molecules or ions with the total composition C10H7NO4, with properties calculated with ωB97M-V with the def2-TZVPD basis set.

ORCA input file:
```
! RIJCOSX wB97M-V def2-TZVPD def2/J DEFGRID3
* xyz 0 1
C -0.26 -0.42 2.12
C -0.10 0.93 2.45
C -0.10 -0.86 0.86
C 0.13 1.86 1.43
C 0.21 0.01 -0.21
C 0.39 1.36 0.14
C 0.72 -0.45 -1.48
C 0.47 2.38 -0.98
C -3.12 2.60 0.03
C 0.44 1.74 -2.25
N -0.56 1.77 -3.02
O -3.59 2.94 1.00
O 0.17 -1.48 -2.14
O 0.66 3.59 -0.72
O -2.73 2.10 -0.92
H -0.40 -1.13 2.80
H 0.32 1.25 3.41
H -0.15 -1.82 0.60
H 0.46 2.91 1.63
H 0.79 -1.71 -2.98
H -1.23 2.50 -2.87
H -0.61 1.44 -3.94
*
```

The HOMO energy is -7.074 eV. As for the LUMO energy: -0.367 eV. The orbital gap is 6.708 eV.

These are the Löwdin partial charges, in e, on atoms 1 to 4: -0.065, -0.055, -0.016, -0.012

---

Relative to the most stable one, in kcal/mol, the structures come out at A 0.0; B 6.0.

---

--- A ---
Below is 2 unconnected molecules or ions with the total composition C4H5ClOS, with properties calculated with ωB97M-V with the def2-TZVPD basis set.

ORCA input file:
```
! RIJCOSX wB97M-V def2-TZVPD def2/J DEFGRID3
* xyz 0 1
C 1.77 -1.16 1.31
C 1.08 -0.20 0.75
C -1.94 1.79 -0.71
C 1.90 -0.93 -0.31
O -1.41 -0.75 -0.84
S -1.29 0.43 -0.01
Cl -2.37 0.13 1.74
H 2.17 -1.71 2.03
H -2.13 1.63 -1.74
H -1.70 2.74 -0.46
H 2.71 -0.38 -0.80
H 1.23 -1.59 -0.97
*
```

The HOMO energy (alpha / beta) is -8.947 / -8.724 eV. As for the LUMO energy (alpha / beta): -1.369 / -1.964 eV. The orbital gap (alpha / beta) is 7.578 / 6.760 eV.

These are the Löwdin partial charges, in e, on atoms 1 to 4: -0.002, -0.120, -0.215, -0.120

---

--- B ---
Below is a single C4H5ClOS molecule, with properties calculated with ωB97M-V with the def2-TZVPD basis set.

ORCA input file:
```
! RIJCOSX wB97M-V def2-TZVPD def2/J DEFGRID3
* xyz 0 1
C 0.93 -0.23 -0.03
C -0.41 -1.00 -0.19
C -1.25 0.26 0.20
C 0.03 0.87 0.64
H 1.98 1.07 -0.89
H 1.60 -0.70 0.66
H -0.43 -1.71 0.59
H -1.96 0.09 0.98
H -1.71 0.82 -0.68
O 1.55 0.27 -1.16
S 0.48 2.12 1.57
Cl -0.83 -1.87 -1.67
*
```

As for the SMILES: O[C@H]1C(=S)C[C@H]1Cl. The HOMO energy is -9.049 eV. As for the LUMO energy: -0.717 eV. The orbital gap is 8.332 eV.

These are the Löwdin partial charges, in e, on atoms 1 to 4: -0.389, -0.646, -0.165, -0.737

---

Relative to the most stable one, in kcal/mol, the structures come out at A 152.0; B 0.0.